1.
ORCA calculation (wB97M-V/def2-TZVPD) on a molecular structure, C44H48F2IMnN5O2PS.

Last column: Mulliken spin population.
Atoms and positions in Å:
Mn -0.128 -0.302 -0.115  1.01
F -2.339 -0.662 4.922  0.00
C -2.281 -1.126 3.646  0.00
C -1.299 -0.658 2.807  0.00
C -1.196 -1.090 1.476  -0.02
C -2.170 -2.046 1.079  0.02
C -3.161 -2.471 1.962  0.00
F -4.141 -3.330 1.555  0.00
C -3.246 -2.039 3.263  0.00
C -2.132 -2.458 -0.324  0.00
C -2.815 -3.552 -0.873  0.00
C -2.679 -3.841 -2.214  0.00
C -1.880 -3.028 -3.006  0.00
C -1.234 -1.974 -2.390  0.01
N -1.332 -1.700 -1.094  -0.05
H -0.654 0.112 3.206  0.00
H -4.036 -2.365 3.924  0.00
H -3.439 -4.162 -0.244  0.00
H -3.200 -4.690 -2.641  0.00
H -1.756 -3.198 -4.067  0.00
H -0.610 -1.309 -2.959  0.00
C 2.090 0.769 -4.723  0.00
C 1.821 -0.009 -3.431  -0.01
C 3.124 -0.646 -2.954  0.00
P 0.911 0.873 -2.025  0.01
C -0.074 2.119 -2.985  0.00
C -0.588 3.257 -2.109  0.00
C -1.231 1.391 -3.666  0.00
C 2.152 1.862 -1.176  0.01
C 3.066 2.688 -1.837  0.00
C 4.000 3.462 -1.178  0.00
C 4.965 4.356 -1.909  0.00
C 3.996 3.377 0.219  0.00
C 3.102 2.594 0.908  0.01
C 2.106 1.814 0.243  0.02
N 1.220 1.000 0.907  0.00
C 1.081 1.360 2.287  0.02
C 0.400 2.544 2.630  0.00
C -0.171 3.433 1.568  0.00
C 0.244 2.888 3.965  0.00
C 0.741 2.101 4.997  0.00
C 0.507 2.466 6.438  0.00
C 1.401 0.935 4.649  0.00
C 1.569 0.551 3.319  -0.01
C 2.193 -0.787 3.043  0.01
H 2.525 0.092 -5.464  0.00
H 2.811 1.573 -4.565  0.00
H 1.194 1.202 -5.164  0.00
H 1.163 -0.837 -3.699  0.00
H 3.838 0.110 -2.620  0.00
H 3.578 -1.209 -3.775  0.00
H 2.959 -1.330 -2.126  0.00
H 0.589 2.554 -3.737  0.00
H -1.195 2.866 -1.296  0.00
H -1.209 3.926 -2.714  0.00
H 0.233 3.838 -1.688  0.00
H -1.881 0.962 -2.902  0.00
H -0.896 0.582 -4.321  0.00
H -1.827 2.084 -4.266  0.00
H 3.034 2.728 -2.922  0.00
H 4.895 4.203 -2.987  0.00
H 6.000 4.160 -1.615  0.00
H 4.770 5.414 -1.714  0.00
H 4.723 3.953 0.787  0.00
H 3.140 2.578 1.989  0.00
H -0.785 2.838 0.897  0.00
H 0.614 3.920 0.984  0.00
H -0.798 4.205 2.016  0.00
H -0.300 3.796 4.205  0.00
H 0.467 3.548 6.571  0.00
H 1.297 2.074 7.080  0.00
H -0.441 2.057 6.797  0.00
H 1.771 0.277 5.430  0.00
H 2.198 -1.393 3.950  0.00
H 3.225 -0.686 2.703  0.00
H 1.621 -1.322 2.282  0.00
C 1.410 -6.398 -0.914  0.00
C 1.056 -5.629 0.358  0.00
C 1.498 -4.202 0.291  0.00
N 0.726 -3.256 -0.088  0.01
N 1.325 -2.017 -0.146  -0.01
C 2.587 -2.077 0.202  -0.01
N 3.437 -1.028 0.155  0.00
S 3.116 -3.668 0.637  0.00
H 1.091 -7.438 -0.843  0.00
H 2.487 -6.385 -1.096  0.00
H 0.918 -5.944 -1.775  0.00
H 1.491 -6.113 1.235  0.00
H -0.025 -5.604 0.501  0.00
H 2.962 -0.136 0.289  0.01
H 4.287 -1.115 0.685  0.00
I -8.377 -1.338 -1.066  0.00
C -6.531 -0.465 -0.613  0.00
C -5.468 -0.632 -1.487  0.00
C -4.243 -0.063 -1.172  0.00
C -4.074 0.669 -0.002  0.00
C -5.157 0.829 0.853  0.00
C -6.389 0.264 0.558  0.00
C -2.718 1.242 0.402  0.01
O -2.676 1.951 1.401  0.00
O -1.736 0.914 -0.352  -0.01
H -5.589 -1.209 -2.395  0.00
H -3.391 -0.199 -1.821  0.00
H -5.002 1.395 1.763  0.00
H -7.225 0.380 1.234  0.00

Forces on the atoms, in the same order (eV/Å):
0.2 0.0 -0.2
0.0 0.0 0.0
0.0 0.0 0.0
0.0 0.1 0.0
-0.1 -0.1 0.1
0.0 0.0 -0.1
0.0 0.0 0.0
0.0 0.0 0.0
0.0 0.0 0.0
0.0 -0.1 0.0
0.0 0.0 0.0
0.0 0.0 0.0
0.0 0.0 0.0
-0.1 -0.1 0.0
0.0 -0.1 0.0
-0.1 -0.1 0.0
0.0 0.0 0.0
0.0 0.0 0.0
0.0 0.0 0.0
0.0 0.0 0.0
0.1 0.1 -0.1
0.0 0.0 0.0
0.1 0.1 -0.1
0.0 -0.1 0.0
0.0 -0.2 0.1
0.0 0.0 0.0
0.0 0.0 0.0
-0.1 0.0 0.0
0.0 0.1 0.0
0.0 0.0 0.0
0.0 0.0 0.1
0.0 0.0 0.0
0.0 0.0 0.0
-0.1 0.0 0.0
0.0 -0.1 0.1
0.3 0.3 0.0
-0.1 -0.1 -0.1
0.1 0.0 -0.1
0.1 0.0 -0.1
0.0 0.0 0.1
0.0 0.0 0.0
0.0 0.0 0.0
0.0 0.0 -0.1
0.0 0.0 0.1
0.0 0.0 0.0
0.0 0.0 0.0
0.0 0.0 0.0
0.0 0.0 0.0
-0.1 0.0 0.0
0.0 0.0 0.0
0.0 0.0 0.0
0.0 0.0 -0.1
0.0 0.0 0.0
0.0 0.0 0.0
0.0 0.0 0.0
0.0 0.0 0.0
0.0 0.0 0.0
0.0 0.0 0.0
0.0 0.0 0.0
0.0 0.0 0.0
0.0 0.0 0.0
0.0 0.0 0.0
0.0 0.0 0.0
0.0 0.0 0.0
0.0 0.0 0.0
0.1 0.1 0.0
0.1 0.0 0.0
0.0 0.0 0.0
0.0 0.0 0.0
0.0 0.0 0.0
0.0 0.0 0.0
0.0 0.0 0.0
0.0 0.0 0.0
0.0 0.0 0.0
0.0 0.0 0.0
0.0 0.1 0.1
0.0 0.0 0.0
0.0 0.0 0.0
-0.1 0.0 0.0
0.0 0.1 0.0
0.0 -0.2 0.3
-0.1 0.0 -0.3
0.0 0.1 0.2
0.1 0.0 0.0
0.0 0.0 0.0
0.0 0.0 0.0
0.0 0.0 0.0
0.0 0.0 0.0
0.0 0.0 0.0
-0.1 0.1 0.0
0.0 0.0 0.0
-0.1 0.0 0.0
0.1 0.0 0.0
0.0 0.0 0.0
0.0 0.1 0.1
0.0 0.0 -0.1
0.0 0.0 0.0
0.0 0.0 0.0
0.0 -0.2 0.0
-0.2 -0.1 0.0
-0.2 0.3 -0.1
0.0 0.0 0.0
0.0 0.0 -0.1
0.0 0.0 0.0
0.0 0.0 0.0

## Properties
- spin multiplicity = 2
- gap between HOMO and LUMO (alpha / beta) (eV) = 6.1 / 6.0
- ⟨S²⟩ = 0.82
- net charge = -1


2.
ORCA calculation (wB97M-V/def2-TZVPD) on 2 unconnected molecules or ions with the total composition CH6BNO in a non-equilibrium geometry.

Last column: natural (NBO) charge in e.
Atoms and positions in Å:
C 1.917 0.134 -0.293  -1.01
B 0.675 -0.468 -1.154  1.04
O -0.427 -0.776 -1.313  -0.79
H 1.485 0.959 0.208  0.25
H 2.808 0.371 -0.817  0.25
H 2.152 -0.512 0.678  0.26
N -2.131 0.074 0.719  -1.20
H -1.199 0.600 0.803  0.39
H -2.462 0.291 -0.214  0.37
H -2.817 -0.674 1.383  0.43

Forces on the atoms, in the same order (eV/Å):
-1.1 -2.9 1.2
5.9 2.0 3.1
-4.5 -1.6 -1.9
-0.3 1.5 0.1
0.7 0.3 -0.3
-0.4 0.7 -2.5
-1.3 -0.9 1.4
-2.3 -2.0 1.1
-0.4 -0.7 0.5
3.7 3.6 -2.7

## Properties
- SMILES = CB=O.N
- gap between HOMO and LUMO (eV) = 8.9
- net charge = 0


3.
ORCA calculation (wB97M-V/def2-TZVPD) on a molecular structure, C34H44BN8O3PSe2Sr.

Last column: Löwdin charge in e.
Atoms and positions in Å:
Sr -0.292 -0.167 0.298  1.15
N -0.649 -2.454 -1.529  -0.03
C 0.792 -2.737 -1.641  -0.20
C 1.312 -3.130 -0.250  -0.62
O 1.618 -4.325 -0.037  -0.07
N 1.341 -2.105 0.583  -0.11
C 1.747 -2.397 1.938  -0.18
C 1.128 -1.494 3.014  -0.69
O 1.532 -1.670 4.176  -0.05
O 0.270 -0.628 2.645  -0.24
H -1.132 -3.242 -1.113  0.05
H -1.063 -2.260 -2.433  0.06
H 1.260 -1.802 -1.959  0.08
H 1.038 -3.529 -2.354  0.10
H 2.835 -2.269 2.061  0.11
H 1.552 -3.440 2.207  0.11
C 5.150 -1.534 -1.430  -0.08
C 4.014 -0.760 -0.771  -0.37
C 4.543 0.194 0.302  -0.06
C 3.196 -0.006 -1.780  -0.30
C 3.432 0.151 -3.159  -0.03
C 2.423 0.985 -3.587  -0.10
N 1.647 1.284 -2.530  -0.03
N 2.106 0.669 -1.418  0.11
B 0.452 2.263 -2.573  -0.54
N -0.860 1.526 -2.945  -0.04
C -1.417 1.549 -4.169  -0.10
C -2.508 0.707 -4.163  -0.03
C -2.571 0.224 -2.842  -0.30
N -1.556 0.709 -2.130  0.09
C -3.609 -0.666 -2.222  -0.40
C -4.587 0.152 -1.377  -0.08
C -4.355 -1.484 -3.273  -0.08
N 0.351 3.036 -1.253  -0.03
C 0.512 4.360 -1.076  -0.09
C 0.491 4.618 0.278  -0.02
C 0.329 3.354 0.880  -0.28
N 0.235 2.422 -0.061  0.03
C 0.331 2.985 2.335  -0.39
C 1.710 2.469 2.756  -0.05
C -0.110 4.154 3.210  -0.08
H 5.705 -2.096 -0.676  0.07
H 5.849 -0.858 -1.934  0.07
H 4.768 -2.246 -2.164  0.08
H 3.340 -1.467 -0.282  0.11
H 5.228 0.927 -0.136  0.08
H 5.075 -0.358 1.080  0.07
H 3.717 0.731 0.767  0.06
H 4.229 -0.270 -3.747  0.08
H 2.209 1.402 -4.558  0.11
H 0.654 3.054 -3.466  0.11
H -0.991 2.156 -4.950  0.10
H -3.179 0.496 -4.978  0.08
H -3.094 -1.354 -1.548  0.05
H -5.152 0.843 -2.012  0.08
H -4.056 0.724 -0.617  0.03
H -5.288 -0.509 -0.861  0.07
H -4.918 -0.833 -3.948  0.07
H -5.065 -2.155 -2.788  0.07
H -3.670 -2.085 -3.876  0.07
H 0.628 5.012 -1.925  0.11
H 0.585 5.575 0.764  0.09
H -0.386 2.172 2.481  0.06
H 2.467 3.250 2.635  0.08
H 1.994 1.609 2.150  0.06
H 1.693 2.137 3.795  0.09
H 0.600 4.984 3.142  0.07
H -0.163 3.839 4.254  0.08
H -1.096 4.517 2.913  0.08
Se -3.111 1.329 2.204  0.25
P -3.517 -0.725 2.628  0.07
Se -2.786 -2.087 1.159  0.28
C -2.856 -1.114 4.285  -0.39
C -3.401 -0.453 5.386  -0.11
C -2.878 -0.659 6.650  -0.11
C -1.787 -1.507 6.816  -0.10
C -1.231 -2.147 5.721  -0.07
C -1.777 -1.966 4.457  -0.10
C -5.313 -1.022 2.850  -0.40
C -5.754 -2.313 3.132  -0.10
C -7.105 -2.565 3.308  -0.10
C -8.026 -1.530 3.196  -0.12
C -7.591 -0.245 2.910  -0.10
C -6.236 0.010 2.740  -0.12
H -4.222 0.242 5.242  0.10
H -3.302 -0.142 7.503  0.09
H -1.354 -1.643 7.800  0.09
H -0.341 -2.752 5.827  0.10
H -1.333 -2.440 3.592  0.06
H -5.027 -3.115 3.193  0.10
H -7.444 -3.570 3.526  0.09
H -9.083 -1.729 3.331  0.09
H -8.308 0.562 2.817  0.09
H -5.871 1.005 2.511  0.04

Forces on the atoms, in the same order (eV/Å):
-0.1 -0.3 0.0
0.0 0.2 0.0
-0.1 0.0 0.0
0.1 0.0 0.1
0.0 0.0 -0.2
-0.2 0.0 0.0
0.2 -0.1 0.0
0.2 0.1 0.1
-0.1 0.0 0.0
0.1 0.2 -0.2
0.0 0.0 0.0
0.0 0.0 0.0
0.2 -0.1 -0.1
0.0 0.0 0.0
0.0 -0.1 0.0
-0.1 0.0 0.0
0.0 0.0 0.0
0.0 0.0 0.0
0.0 0.0 0.0
0.0 0.0 -0.1
0.1 0.0 0.0
0.0 0.0 0.1
0.1 0.0 -0.1
0.0 -0.1 0.0
-0.1 0.0 0.1
-0.1 0.1 -0.2
0.1 -0.1 0.1
-0.2 0.1 0.1
0.1 -0.1 -0.1
0.1 -0.1 0.2
0.0 0.0 0.0
0.0 0.0 0.0
0.0 0.0 0.0
0.1 0.0 -0.1
-0.1 -0.1 0.1
0.1 0.0 0.0
-0.1 0.1 -0.1
-0.1 0.0 0.3
0.0 0.0 0.0
-0.1 0.0 0.0
0.0 0.0 0.0
0.0 0.0 0.0
0.0 0.0 0.0
0.0 0.0 0.0
0.0 0.0 0.0
0.0 0.0 0.0
0.0 0.0 0.0
0.0 0.0 0.0
0.0 0.0 0.0
0.0 0.0 0.0
0.0 0.0 0.0
0.0 0.0 0.0
0.0 0.0 0.0
0.0 0.0 0.0
0.0 0.0 0.0
0.0 0.0 0.0
0.0 0.0 0.0
0.0 0.0 0.0
0.0 0.0 0.0
0.0 0.0 0.0
0.0 0.0 0.0
0.0 0.0 0.0
0.0 0.0 0.0
0.0 0.0 0.0
0.0 0.0 0.0
0.0 0.0 0.0
0.0 0.0 0.0
0.0 0.0 0.0
0.0 0.0 0.0
-0.1 0.3 -0.1
0.3 0.0 0.0
-0.1 -0.4 -0.1
-0.1 0.0 0.0
0.0 0.0 0.0
0.0 0.0 0.0
0.0 0.0 0.0
0.0 0.0 0.1
0.0 0.1 -0.1
-0.1 0.1 0.0
0.0 0.0 0.0
0.0 0.0 0.0
0.0 0.0 0.0
0.0 0.0 0.0
0.0 -0.1 0.0
0.0 0.0 0.0
0.0 0.0 0.0
0.0 0.0 0.0
0.0 0.0 0.0
0.0 0.0 0.0
0.0 0.0 0.0
0.0 0.0 0.0
0.0 0.0 0.0
0.0 0.0 0.0
0.0 0.0 0.0

## Properties
- gap between HOMO and LUMO (eV) = 6.6
- net charge = -2


Energy relative to the best compared isomer or geometry (same formula, charge and spin)? In order: 0.0; 277.2; 3.2 kJ/mol.